Record 1
A structure of composition C31H55O5SSiV. Source: OMol25; level of theory: ωB97M-V/def2-TZVPD.

As for the expectation value of S²: 2.04. Its HOMO energy (alpha / beta) is -0.255 / -0.254 Ha. As for the multiplicity: 3. The energy above the lowest of the compared OMol25 structures with the same formula, charge and spin comes out at 0.0 kcal/mol. As for the frontier orbital gap (alpha / beta): 7.526 / 7.500 eV. For the total energy, the calculation gives -3222.198063 Ha.

Element x y z (Å)
V: 0.200 -0.652 -0.190
S: 0.269 1.701 0.119
Si: 1.610 2.556 1.514
O: -5.669 -3.596 -4.699
O: 1.150 4.097 1.885
O: 3.097 2.616 0.819
O: 1.656 1.690 2.906
O: -1.679 -2.314 -1.775
C: 1.578 3.279 4.784
C: 1.604 -0.066 -1.957
C: -3.120 -2.112 -1.930
C: 2.535 5.918 2.735
C: 1.645 5.437 1.597
C: 1.395 1.836 4.354
C: -5.732 -5.028 -4.891
C: -6.821 -3.010 -5.360
C: 0.331 -1.176 1.937
C: -0.117 -2.366 1.266
C: -3.354 -3.565 -2.309
C: -6.937 -5.381 -5.782
C: 0.930 -1.252 -2.338
C: 2.080 -1.696 -0.372
C: 0.442 6.368 1.526
C: 2.388 5.480 0.272
C: 4.463 2.133 1.039
C: 2.285 -0.327 -0.714
C: 5.094 1.936 -0.334
C: -1.479 -2.161 0.885
C: 1.231 -2.268 -1.373
C: 2.376 0.901 5.049
C: 4.469 0.843 1.848
C: -1.122 -3.913 -3.511
C: -0.021 1.402 4.692
C: -0.763 -0.240 1.919
C: -1.848 -0.831 1.219
C: -1.818 -3.701 -2.187
C: 5.243 3.209 1.777
C: -1.338 -4.675 -1.136
C: -7.828 -4.125 -5.702
H: 0.968 -3.322 -1.445
H: 3.406 1.260 4.934
H: 2.560 -2.218 0.455
H: -0.768 2.009 4.166
H: -6.587 -5.514 -6.812
H: -0.038 -3.904 -3.368
H: -8.369 -3.928 -6.628
H: 3.428 5.289 2.840
H: 4.828 3.383 2.778
H: -1.404 -5.689 -1.547
H: -0.179 1.550 5.769
H: 5.083 2.879 -0.895
H: 1.616 0.873 -2.498
H: 6.139 1.628 -0.204
H: -2.171 -2.946 0.607
H: -0.205 6.114 0.681
H: -1.953 -4.624 -0.234
H: -7.439 -6.288 -5.448
H: -3.322 -1.389 -2.732
H: 4.577 1.171 -0.920
H: -3.575 -1.813 -0.976
H: -0.174 0.339 4.474
H: -7.245 -2.232 -4.708
H: -2.826 -0.377 1.062
H: 0.340 -1.371 -3.243
H: 3.977 0.021 1.319
H: 3.289 4.856 0.286
H: 1.974 5.928 3.679
H: -1.405 -3.130 -4.224
H: 3.988 0.984 2.822
H: 2.158 0.848 6.122
H: 2.873 6.946 2.531
H: 5.236 4.148 1.208
H: 2.293 -0.112 4.632
H: 2.872 0.391 -0.156
H: 5.512 0.542 2.022
H: -1.407 -4.896 -3.908
H: -3.906 -4.129 -1.550
H: -0.292 -4.488 -0.875
H: 0.847 3.928 4.284
H: 1.410 3.373 5.868
H: -0.783 0.724 2.415
H: 1.730 5.155 -0.543
H: -6.490 -2.520 -6.296
H: 2.600 3.630 4.590
H: 0.430 -3.302 1.190
H: -0.141 6.333 2.455
H: -8.545 -4.237 -4.879
H: -5.828 -5.514 -3.900
H: 2.698 6.517 0.074
H: 1.259 -1.057 2.495
H: -3.766 -3.689 -3.312
H: 6.286 2.881 1.895
H: 0.787 7.401 1.388
H: -4.772 -5.359 -5.323

***

Record 2
A cluster of 5 separate species, C31H56BNO20P in total. Source: OMol25; level of theory: ωB97M-V/def2-TZVPD.

Its HOMO energy is -0.151 Ha. The charge is -1. The energy above the lowest of the compared OMol25 structures with the same formula, charge and spin comes out at 220.9 kcal/mol. As for the frontier orbital gap: 5.768 eV. For the total energy, the calculation gives -3140.334031 Ha.

Element x y z (Å)
P: 1.379 3.719 0.684
O: 0.843 -0.137 -1.761
O: -2.594 -3.216 0.486
O: -1.520 0.136 -4.800
O: 2.943 0.925 0.917
O: 4.774 5.625 -2.565
O: 5.202 6.399 -4.683
O: -3.804 -3.578 5.424
O: -3.540 -0.872 -4.398
O: -2.415 -8.830 -1.965
O: 6.279 4.551 -3.856
O: -0.503 -7.741 -1.470
O: -2.488 -2.204 4.139
O: -1.838 4.425 1.098
O: -1.003 -1.703 -1.977
O: -3.221 0.449 -6.248
O: -0.435 -9.988 -1.936
O: -3.674 -3.928 3.200
O: 1.480 4.995 1.613
O: 2.025 2.121 2.695
O: -0.236 1.929 2.373
N: 3.361 -2.079 1.601
C: 5.899 3.582 4.441
C: -4.314 -5.051 3.780
C: -1.343 -5.575 -0.777
C: 4.748 3.254 3.529
C: -3.252 -3.148 4.241
C: -2.789 -1.867 -0.068
C: -2.208 1.390 -6.563
C: 6.402 4.050 -2.537
C: 1.157 1.114 -1.028
C: 2.215 -1.824 0.614
C: 1.142 -0.691 1.115
C: -4.830 -4.491 5.070
C: -2.465 -1.766 -1.686
C: -0.624 -0.253 -1.995
C: 5.082 4.512 -0.433
C: -2.417 3.291 1.834
C: -1.202 5.880 3.191
C: -2.760 -7.552 -1.462
C: -1.440 1.982 1.531
C: -1.062 -8.951 -1.806
C: -5.038 -5.534 6.152
C: -1.507 -6.766 -1.702
C: -0.993 0.748 -5.965
C: 1.481 0.845 0.591
C: 1.003 2.081 1.596
C: 4.708 1.751 2.801
C: 5.067 4.383 -1.944
C: 5.401 5.596 -3.788
C: -2.108 1.613 -8.061
C: -2.824 -0.161 -5.082
C: -2.055 5.709 1.782
B: 3.199 1.311 2.318
H: -5.110 -5.426 3.133
H: -0.215 1.471 -5.709
H: -0.561 -0.037 -6.594
H: -2.986 -2.698 -2.203
H: -6.042 -5.964 6.085
H: 4.290 3.670 -2.252
H: 2.122 1.602 -1.518
H: -2.611 3.482 2.972
H: -1.418 -6.443 -2.749
H: 2.587 3.477 -0.112
H: -3.624 -7.143 -1.992
H: -4.321 -6.357 6.060
H: -1.495 0.843 -8.542
H: -3.475 3.011 1.364
H: 3.034 0.287 2.917
H: 4.319 5.217 -0.087
H: 3.904 4.054 3.378
H: 5.026 0.995 3.669
H: -2.073 -1.107 0.477
H: 3.745 -3.012 1.330
H: -0.608 4.888 3.489
H: -0.448 6.771 3.097
H: 6.047 4.882 -0.070
H: -3.562 -5.836 3.917
H: 4.905 3.540 0.038
H: 7.235 4.571 -2.053
H: -5.753 -3.910 4.927
H: -3.009 -7.661 -0.401
H: -0.951 0.264 -3.012
H: -1.248 1.893 0.380
H: 4.139 -1.389 1.370
H: 5.864 4.397 5.290
H: 1.615 -2.855 0.574
H: -2.962 -0.752 -2.060
H: -3.892 -1.519 0.205
H: -1.798 -5.761 0.202
H: -3.196 5.986 1.925
H: -2.007 6.105 4.040
H: -2.837 -3.146 1.462
H: 0.989 -0.765 2.273
H: -3.095 1.578 -8.534
H: 0.307 3.900 -0.292
H: -1.621 6.550 1.053
H: 6.606 2.976 -2.543
H: -2.091 1.027 1.826
H: -4.903 -5.103 7.150
H: 2.603 -1.664 -0.502
H: 0.099 -0.968 0.606
H: -1.827 -4.690 -1.200
H: 0.253 1.837 -1.200
H: 6.902 3.006 4.266
H: 5.519 1.641 1.964
H: -0.287 -5.351 -0.601
H: -1.647 2.582 -8.276
H: -1.263 0.264 -1.137
H: -2.465 2.333 -6.060

***

Record 3
A structure of composition C31H56Br2CoGeN3OSSbSi3. Source: OMol25; level of theory: ωB97M-V/def2-TZVPD.

As for the expectation value of S²: 1.23. Its HOMO energy (alpha / beta) is -0.467 / -0.469 Ha. The charge is +2. As for the multiplicity: 2. As for the frontier orbital gap (alpha / beta): 6.505 / 6.934 eV. For the total energy, the calculation gives -11568.568193 Ha.

Element x y z (Å)
Sb: -1.668 1.864 -0.700
Br: 5.441 -4.988 2.702
Br: 0.373 -6.178 0.580
Ge: -0.089 2.013 1.620
Co: 0.928 -1.499 -1.087
S: 0.106 -1.432 -3.144
Si: 1.840 1.182 2.957
Si: -2.015 1.337 2.964
Si: 0.404 4.364 1.294
O: 0.563 -3.164 -0.387
N: 0.157 -3.491 -4.804
N: -0.950 -3.877 -2.800
N: 2.633 -1.611 -0.242
C: -3.276 4.365 -1.889
C: -1.811 1.673 4.793
C: -3.406 3.125 -1.017
C: 1.737 -4.908 0.813
C: -0.221 -3.079 -3.618
C: 4.928 -2.179 1.163
C: -0.923 5.268 0.357
C: -0.167 -4.732 -5.194
C: -3.596 2.163 2.381
C: 2.009 4.546 0.342
C: -0.916 -5.583 -4.377
C: -4.076 -0.064 -1.386
C: 2.744 -2.799 0.421
C: 3.937 -4.438 1.714
C: 1.595 1.874 4.671
C: 3.631 -0.746 -0.271
C: -0.775 2.073 -2.634
C: -2.074 -0.535 2.744
C: 3.899 -3.145 1.131
C: 3.471 1.820 2.309
C: -1.324 -5.130 -3.148
C: 1.806 -0.688 2.983
C: 2.886 -5.291 1.542
C: 0.294 -5.141 -6.547
C: -1.658 1.499 -3.737
C: -2.182 -5.882 -2.194
C: 4.801 -1.007 0.464
C: 1.616 -3.649 0.283
C: 3.465 0.462 -1.144
C: 0.541 5.068 3.032
C: -2.646 -0.054 -0.859
H: -1.153 -3.541 -1.863
H: 2.603 1.859 5.099
H: 1.369 -4.979 -6.627
H: -0.195 4.636 3.712
H: -2.939 4.123 -2.898
H: -2.779 1.484 5.266
H: 5.825 -2.381 1.734
H: -4.028 1.681 1.500
H: 4.243 1.426 2.978
H: 1.237 2.901 4.722
H: -2.615 -0.498 0.131
H: 2.945 0.192 -2.067
H: -1.093 0.998 5.252
H: -4.471 -1.080 -1.354
H: -1.205 1.680 -4.713
H: -4.140 0.277 -2.420
H: 2.773 -1.082 3.308
H: -3.073 -0.927 2.951
H: 1.580 -1.102 2.004
H: -1.175 -6.581 -4.699
H: 3.536 2.906 2.357
H: 5.601 -0.280 0.457
H: 2.173 5.604 0.123
H: 2.885 1.241 -0.639
H: 4.429 0.886 -1.416
H: -2.644 1.967 -3.745
H: -1.386 -1.007 3.449
H: 0.059 -6.179 -6.766
H: 1.534 4.915 3.460
H: 0.954 1.251 5.286
H: -1.780 -0.871 1.751
H: -1.987 -0.637 -1.503
H: 2.921 -6.284 1.967
H: 1.056 -1.056 3.685
H: 1.972 4.022 -0.617
H: 0.217 1.617 -2.611
H: -4.344 2.096 3.174
H: -3.447 3.222 2.163
H: -2.259 -6.925 -2.487
H: -1.527 2.699 5.028
H: 2.877 4.190 0.891
H: -4.264 4.819 -1.984
H: -4.068 2.413 -1.507
H: -0.628 3.145 -2.780
H: -3.829 3.357 -0.044
H: -1.794 0.424 -3.635
H: -1.778 -5.819 -1.184
H: 3.710 1.502 1.299
H: -0.179 -4.498 -7.291
H: -0.952 4.949 -0.685
H: -0.705 6.339 0.355
H: -2.618 5.122 -1.482
H: -4.747 0.551 -0.787
H: 0.366 6.146 3.007
H: -1.911 5.132 0.803
H: -3.185 -5.451 -2.192

***

Record 4
A structure of composition C31H56N3O2P2Ti. Source: OMol25; level of theory: ωB97M-V/def2-TZVPD.

As for the expectation value of S²: 2.01. Its HOMO energy (alpha / beta) is -0.319 / -0.321 Ha. The charge is +1. As for the multiplicity: 3. The energy above the lowest of the compared OMol25 structures with the same formula, charge and spin comes out at 0.0 kcal/mol. As for the frontier orbital gap (alpha / beta): 6.366 / 6.345 eV. For the total energy, the calculation gives -3061.571856 Ha.

Element x y z (Å)
Ti: -0.133 -0.118 0.765
P: 0.376 -2.579 0.964
P: -0.098 2.331 0.026
O: 1.132 0.417 2.134
O: -2.404 -0.529 2.864
N: 1.349 -0.364 -0.726
N: -1.651 -0.341 -0.845
N: 0.250 1.557 3.892
C: 1.366 3.473 0.240
C: 2.229 -1.373 -0.778
C: 3.170 -0.518 -2.816
C: -0.844 -3.750 3.162
C: -2.043 -3.399 -0.128
C: 2.215 0.468 -2.846
C: -1.674 -1.086 -3.895
C: -1.569 -0.406 2.096
C: 1.344 4.510 -0.910
C: -2.909 2.476 0.486
C: 1.379 0.663 -1.710
C: 1.279 4.103 1.637
C: -1.468 1.328 -4.219
C: 1.409 -4.731 2.537
C: -1.686 4.610 0.694
C: -1.707 0.169 -1.878
C: -0.074 -3.295 -1.711
C: 1.281 1.004 3.260
C: 2.646 2.629 0.135
C: -1.760 3.307 -0.105
C: 3.218 -1.428 -1.748
C: -0.266 -5.175 -0.084
C: 2.102 -2.463 0.290
C: -2.138 0.252 -3.354
C: 1.269 -2.472 3.586
C: -0.529 -3.679 -0.294
C: 0.567 -3.443 2.620
C: 2.634 1.048 3.881
C: -2.083 3.595 -1.562
C: 0.558 1.812 -1.516
C: -3.625 0.459 -3.169
H: 0.695 5.010 1.644
H: 0.881 5.466 -0.591
H: 1.391 -2.988 4.554
H: -1.313 4.189 -2.070
H: 3.987 -2.210 -1.684
H: -2.324 -2.442 -0.611
H: -4.038 1.174 -3.885
H: 2.407 -3.446 -0.131
H: -0.734 -4.180 4.168
H: 0.286 2.438 -2.506
H: -0.704 -3.841 -2.441
H: -1.448 -2.832 3.248
H: 2.096 1.134 -3.686
H: -2.251 2.657 -2.113
H: -2.016 -1.911 -3.262
H: 3.505 3.262 0.358
H: -0.709 -5.558 0.838
H: -2.356 -3.355 0.921
H: 2.364 4.714 -1.216
H: 0.841 3.391 2.373
H: -2.745 2.230 1.544
H: 2.801 2.227 -0.868
H: -2.055 -1.254 -4.911
H: 0.968 -3.583 -1.899
H: -1.444 4.430 1.748
H: 2.298 4.329 1.977
H: -3.828 3.048 0.408
H: 2.797 -2.263 1.123
H: 0.687 -1.568 3.768
H: 2.606 1.713 4.757
H: -4.119 -0.512 -3.260
H: -0.575 -1.117 -3.940
H: 0.818 4.189 -1.824
H: -3.008 4.199 -1.600
H: -0.741 -5.719 -0.916
H: 1.744 -4.981 3.553
H: 3.899 -0.581 -3.620
H: -0.707 1.414 3.568
H: -3.863 0.840 -2.169
H: -2.606 -4.208 -0.637
H: -0.953 5.321 0.275
H: -0.182 -2.224 -1.909
H: -1.387 -4.471 2.549
H: -1.906 1.246 -5.225
H: -3.063 1.520 -0.058
H: 2.270 -2.190 3.234
H: 2.319 -4.595 1.921
H: -0.390 1.168 -4.309
H: 0.853 -5.586 2.165
H: 3.366 1.427 3.156
H: 0.419 1.955 4.810
H: -1.647 2.349 -3.875
H: 2.929 0.047 4.191
H: 0.809 -5.416 -0.113
H: -2.664 5.101 0.657
H: 2.631 1.780 0.848

***

Record 5
A structure of composition C31H57AlBN4O5Si. Source: OMol25; level of theory: ωB97M-V/def2-TZVPD.

Its HOMO energy is -0.151 Ha. The charge is -1. As for the frontier orbital gap: 6.186 eV. For the total energy, the calculation gives -2367.536386 Ha.

Element x y z (Å)
Si: 0.878 -1.061 3.043
Al: -0.495 1.605 -3.205
O: 4.472 -4.929 0.858
O: -1.063 4.285 -1.646
O: -3.037 3.137 -2.351
O: 0.917 3.353 4.527
O: -4.025 -0.194 -2.182
N: -2.459 0.859 -7.649
N: 0.947 5.269 3.320
N: -5.807 -1.438 -2.807
N: 3.273 -6.334 2.179
C: -7.192 -1.801 -2.610
C: 3.418 1.224 -1.731
C: -1.973 -2.887 0.625
C: 1.426 0.478 2.113
C: 2.346 5.503 3.630
C: -3.169 -1.520 2.236
C: -3.161 -2.385 1.143
C: 1.505 1.915 -3.311
C: -5.183 -0.518 -2.039
C: 3.069 -0.070 -0.960
C: 0.669 -0.562 4.854
C: -5.040 -2.076 -3.868
C: -1.298 1.288 -5.053
C: 2.919 -7.186 1.057
C: -2.642 0.960 -5.264
C: -1.960 -1.142 2.814
C: -1.842 4.781 -0.546
C: 0.356 4.169 3.821
C: 3.783 -0.291 0.378
C: 2.790 -6.663 3.503
C: 3.872 0.908 1.339
C: 4.044 -5.251 1.947
C: -0.765 -2.503 1.197
C: -1.188 1.196 -7.469
C: 2.858 0.929 2.500
C: -0.755 -1.628 2.293
C: -3.175 0.747 -6.523
C: 0.238 6.218 2.486
C: 2.154 2.100 -1.922
C: -0.568 1.403 -6.243
C: 2.157 -2.444 3.016
B: -1.627 3.181 -2.297
H: -4.179 -2.595 -3.447
H: -3.342 2.339 -1.903
H: 0.243 0.433 4.945
H: -7.277 -2.867 -2.383
H: -1.977 -3.546 -0.229
H: 3.357 -0.909 -1.596
H: 3.820 -7.584 0.589
H: 4.863 0.862 1.794
H: 2.673 6.424 3.153
H: 3.152 -7.649 3.805
H: -1.926 -0.466 3.657
H: 0.732 1.268 2.404
H: 2.400 -2.771 2.006
H: 2.484 5.581 4.709
H: 4.254 -4.667 2.859
H: 1.937 1.069 -3.847
H: 1.296 0.347 1.042
H: -5.836 -0.083 -1.261
H: -7.610 -1.232 -1.782
H: -0.768 0.271 -2.303
H: 3.078 -2.140 3.508
H: -4.096 -2.677 0.687
H: 4.215 1.783 -1.241
H: -2.225 3.954 0.049
H: 0.478 1.675 -6.204
H: 2.437 3.148 -1.810
H: -4.223 0.493 -6.628
H: 1.643 -0.572 5.341
H: -4.669 -1.327 -4.568
H: 0.182 -2.858 0.817
H: 0.054 -1.306 5.361
H: 3.238 0.395 3.372
H: -3.290 0.844 -4.403
H: 0.242 7.206 2.953
H: -0.791 5.897 2.351
H: 3.823 1.869 0.834
H: 3.781 0.947 -2.716
H: 1.746 -3.313 3.533
H: 2.953 4.672 3.270
H: -5.674 -2.786 -4.395
H: 2.375 -6.611 0.307
H: -7.772 -1.587 -3.511
H: -4.102 -1.141 2.624
H: -0.702 4.069 3.526
H: 0.714 6.288 1.506
H: 1.451 1.896 -1.113
H: 3.143 -5.925 4.220
H: 2.298 -8.007 1.407
H: 1.687 2.821 -3.893
H: 1.992 -0.156 -0.862
H: 4.775 -0.707 0.223
H: -1.172 5.375 0.067
H: 3.229 -1.071 0.901
H: 1.698 -6.670 3.516
H: -0.592 1.315 -8.371
H: 2.779 1.964 2.830
H: -2.666 5.394 -0.903